Record 1
Formula: C21H48ClCrO5P2SSi
Source: the OMol25 dataset
Level of theory: wB97M-V/def2-TZVPD

gap between HOMO and LUMO (spin up / spin down) = 5.87 / 6.92 eV
lowest unoccupied orbital energy (spin up / spin down) = -8.58 / -7.63 eV
HOMO (spin up / spin down) = -0.5311 / -0.5348 hartree

Structure (ORCA input):
```
! wB97M-V def2-TZVPD RIJCOSX def2/J DEFGRID3
* xyz 2 4
C 5.16 5.52 -1.60
C 4.23 4.36 -1.74
H 5.61 5.81 -2.58
H 5.94 5.32 -0.82
H 4.56 6.37 -1.21
O 3.83 3.74 -2.70
Cl 3.65 3.80 0.04
Cr 2.00 2.02 -0.33
P 3.69 0.22 -0.03
C 3.60 -1.31 -1.02
C 5.18 1.09 -0.58
H 6.03 0.39 -0.66
H 4.71 -0.94 1.82
H 5.39 1.89 0.17
H 4.02 0.65 2.30
H 3.57 -1.05 -2.09
H 4.97 1.56 -1.57
C 3.86 -0.26 1.71
H 4.48 -1.93 -0.82
H 2.92 -0.74 2.04
H 2.67 -1.85 -0.76
P -0.05 3.29 -0.70
C -1.34 2.78 -1.87
C -0.86 3.63 0.91
H 1.54 5.10 -0.73
H -0.07 5.58 -1.47
H 1.12 4.54 -2.39
C 0.71 4.79 -1.39
H -0.08 3.96 1.62
H -1.64 4.40 0.78
H -2.19 3.48 -1.81
H -1.65 1.76 -1.64
H -1.29 2.67 1.28
H -0.92 2.81 -2.89
C 1.69 1.24 -2.10
O 1.32 0.52 -2.96
C -3.82 0.20 1.69
C -2.94 -0.77 2.48
C -2.19 0.01 3.56
C -3.85 -1.78 3.16
O -2.00 -1.48 1.62
Si -0.97 -1.06 0.37
S 0.44 0.52 0.83
O -0.27 -2.56 0.05
C -0.11 -3.72 0.96
C 0.50 -3.35 2.29
C -1.43 -4.40 1.30
C 0.81 -4.67 0.20
O -1.87 -0.49 -0.90
C -2.64 -1.24 -1.92
C -1.78 -1.31 -3.17
C -2.99 -2.65 -1.48
C -3.90 -0.40 -2.19
H -4.42 0.75 2.44
H -4.53 -0.35 1.05
H -3.24 0.94 1.12
H -2.94 0.48 4.22
H -1.57 -0.68 4.17
H -1.56 0.79 3.11
H -4.53 -2.28 2.45
H -3.29 -2.52 3.77
H -4.47 -1.19 3.85
H -0.23 -2.80 2.90
H 0.74 -4.28 2.83
H 1.42 -2.77 2.17
H -1.97 -4.80 0.43
H -1.20 -5.25 1.96
H -2.08 -3.72 1.88
H 0.34 -5.04 -0.72
H 1.77 -4.18 -0.03
H 1.03 -5.54 0.83
H -0.88 -1.90 -2.97
H -2.34 -1.79 -3.98
H -1.50 -0.31 -3.53
H -3.55 -2.66 -0.53
H -3.63 -3.11 -2.25
H -2.09 -3.27 -1.41
H -4.51 -0.31 -1.28
H -3.61 0.60 -2.55
H -4.51 -0.87 -2.98
*
```

These are the Mulliken partial charges, in e, on atoms 1 to 2: -1.085, 0.797

---

Record 2
Formula: C5H12O3
Source: the OMol25 dataset
Level of theory: wB97M-V/def2-TZVPD

gap between HOMO and LUMO = 3.46 eV
energy above the lowest of the compared OMol25 structures with the same formula, charge and spin = 7.990 eV
lowest unoccupied orbital energy = -3.83 eV
HOMO = -0.2680 hartree

Structure (ORCA input):
```
! wB97M-V def2-TZVPD RIJCOSX def2/J DEFGRID3
* xyz 0 1
C 1.00 -0.85 0.12
C -0.31 -0.14 -0.29
C -0.27 1.29 -0.06
O -1.47 1.92 -0.04
C 0.89 1.94 0.20
C 1.03 2.88 1.34
H 1.42 -0.36 1.01
H 1.73 -0.82 -0.69
H 0.68 -1.90 0.31
H -0.44 -0.40 -1.37
H -1.33 2.89 0.02
H 1.88 2.57 1.96
H 1.26 3.90 1.05
H 0.19 2.85 2.06
H -1.17 -0.59 0.23
H -0.59 -3.39 -2.75
O -0.71 -2.59 -2.25
H -1.08 -2.86 -1.24
H -1.62 -3.57 0.26
O -1.09 -2.78 0.13
*
```

These are the Mulliken partial charges, in e, on atoms 1 to 2: -1.166, -0.145

---

Record 3
Formula: C26H18F15GeIrNO4PS3
Source: the OMol25 dataset
Level of theory: wB97M-V/def2-TZVPD

gap between HOMO and LUMO = 6.75 eV
energy above the lowest of the compared OMol25 structures with the same formula, charge and spin = 0.671 eV
lowest unoccupied orbital energy = -1.43 eV
HOMO = -0.3007 hartree

Structure (ORCA input):
```
! wB97M-V def2-TZVPD RIJCOSX def2/J DEFGRID3
* xyz 0 1
Ir 0.90 -0.03 0.56
N 1.13 -1.02 2.36
C 2.41 -1.76 2.47
C 3.41 -1.13 1.52
O 4.60 -1.23 1.69
O 2.84 -0.51 0.51
H 1.11 -0.28 3.05
H 0.34 -1.63 2.53
H 2.26 -2.79 2.16
H 2.82 -1.75 3.47
F -2.26 -4.43 -2.53
C -0.93 -4.29 -2.38
C -0.42 -3.07 -2.00
C 0.96 -2.98 -1.88
F 1.52 -1.82 -1.50
C 1.80 -4.05 -2.13
F 3.12 -3.93 -2.01
C 1.24 -5.26 -2.51
F 2.03 -6.30 -2.75
C -0.13 -5.39 -2.64
F -0.65 -6.55 -3.00
Ge -1.66 -1.61 -1.54
S -0.96 0.30 -0.66
C -2.77 -2.59 -0.21
C -2.15 -2.98 0.96
F -0.82 -2.78 1.11
C -2.81 -3.60 2.01
F -2.15 -3.93 3.12
C -4.16 -3.87 1.88
F -4.81 -4.46 2.87
C -4.81 -3.53 0.71
F -6.11 -3.81 0.58
C -4.12 -2.90 -0.31
F -4.81 -2.62 -1.42
C -2.77 -1.19 -3.09
C -3.88 -0.39 -2.89
F -4.13 0.08 -1.67
C -4.76 -0.08 -3.91
F -5.83 0.67 -3.69
C -4.51 -0.58 -5.18
F -5.35 -0.31 -6.17
C -3.39 -1.35 -5.42
F -3.15 -1.80 -6.65
C -2.53 -1.64 -4.37
F -1.45 -2.39 -4.65
C -0.13 6.28 1.99
C 0.50 4.98 2.44
C 1.18 5.08 3.79
O 1.52 4.62 1.47
P 1.39 3.38 0.49
S 0.13 3.56 -0.94
S 0.88 1.84 1.84
O 2.85 3.23 -0.06
C 4.16 3.29 0.57
C 4.26 2.43 1.81
C 4.54 4.74 0.83
H -0.92 6.57 2.69
H -0.57 6.16 1.00
H 0.62 7.07 1.96
H -0.26 4.20 2.47
H 1.94 5.88 3.77
H 1.67 4.14 4.04
H 0.45 5.32 4.57
H 4.81 2.88 -0.20
H 3.66 2.84 2.63
H 5.30 2.37 2.13
H 3.92 1.42 1.59
H 3.91 5.16 1.61
H 4.42 5.33 -0.07
H 5.58 4.78 1.16
*
```

These are the Mulliken partial charges, in e, on atoms 1 to 2: 1.858, -0.592

---

Number 1: molar mass 590.16 u. Number 2: molar mass 120.15 u. Number 3: molar mass 1085.41 u.